No. 1
Computed, not measured: a molecular structure, C29H31N6OPtS5 at a distorted geometry, with wB97M-V/def2-TZVPD.

XYZ file:
```
73
Properties=species:S:1:pos:R:3:forces:R:3:mulliken_charge:R:1
Pt 0.5186 0.8912 -0.1022 0.8 0.0 0.0 2.859
C 3.1857 2.5655 0.2584 0.3 0.5 0.0 -1.174
N 2.9011 1.1380 0.0727 -1.0 0.5 -0.4 0.501
C 3.4236 0.6111 -1.1839 -0.1 -0.2 -0.6 -1.140
C 2.7966 1.2617 -2.4203 0.6 -0.1 0.6 -1.287
N 1.3256 1.2958 -2.4009 -0.8 -0.3 0.8 0.840
C 0.7269 0.1689 -3.1242 -0.2 -0.3 -0.4 -1.349
C 0.8723 2.5626 -2.9283 -0.6 0.9 0.0 -0.890
C 1.3208 2.9973 -4.1708 0.0 0.0 -0.1 -0.222
C 1.0166 4.2616 -4.6428 0.0 -0.1 0.0 -0.938
C 0.2118 5.1029 -3.8874 0.0 -0.2 -0.1 -0.641
C -0.2829 4.6695 -2.6764 0.0 -0.3 0.2 -0.864
C 0.0484 3.4054 -2.1745 0.8 -0.4 -0.4 1.094
S -0.5307 3.0122 -0.5766 0.9 -1.4 1.3 -0.349
C 3.2859 0.3814 1.2232 0.0 -0.5 1.1 -0.210
C 4.4339 -0.3983 1.2630 0.0 0.2 -0.1 -0.275
C 4.8068 -1.0606 2.4204 0.0 0.0 0.2 -0.954
C 4.0641 -0.9105 3.5803 0.3 0.1 -0.1 -0.690
C 2.9077 -0.1591 3.5542 -0.3 0.1 -0.3 -0.728
C 2.4698 0.4361 2.3702 0.5 -0.4 -0.4 0.827
S 0.8766 1.1465 2.3470 -1.2 0.2 -1.7 -0.290
H 4.2527 2.7729 0.1158 0.0 -0.1 0.0 0.318
H 2.9152 2.8664 1.2691 -0.1 -0.1 -0.1 0.368
H 2.6051 3.1629 -0.4443 0.0 0.0 0.0 0.269
H 3.2249 -0.4625 -1.1912 0.1 0.1 0.0 0.358
H 4.5063 0.7780 -1.2566 -0.1 -0.1 0.0 0.518
H 3.1502 0.7049 -3.2964 0.0 0.1 0.0 0.318
H 3.1609 2.2866 -2.5050 -0.1 -0.1 0.0 0.723
H 0.9123 0.2352 -4.2018 0.1 0.0 0.0 0.382
H -0.3495 0.1579 -2.9507 0.1 0.0 -0.1 0.291
H 1.1448 -0.7633 -2.7522 0.0 -0.1 0.1 0.412
H 1.9421 2.3500 -4.7715 0.1 -0.1 -0.1 0.400
H 1.4159 4.5905 -5.5893 0.0 0.0 -0.1 0.407
H -0.0310 6.0897 -4.2464 0.0 0.1 0.0 0.404
H -0.9201 5.2986 -2.0762 -0.1 0.2 0.1 0.508
H 5.0660 -0.4947 0.3968 0.1 0.0 -0.2 0.399
H 5.6907 -1.6776 2.4156 0.1 0.0 0.0 0.455
H 4.3860 -1.3820 4.4948 0.0 -0.1 0.1 0.435
H 2.2986 -0.0534 4.4363 -0.1 -0.1 0.2 0.458
S -6.0304 3.1185 0.2376 0.4 -0.2 0.0 -0.257
C -4.9184 1.9010 0.2663 -0.6 1.6 -0.8 0.085
S -3.4564 1.9276 -0.6900 -0.5 -0.9 0.6 0.033
C -3.0131 0.3660 0.0554 0.0 1.6 -1.1 0.043
N -3.8980 -0.0399 0.8962 -0.1 -0.9 0.9 -0.804
N -4.9398 0.7769 1.0244 0.6 -0.6 -0.2 0.692
C -5.8833 0.4539 2.0313 -0.5 -0.4 0.7 0.484
C -5.3871 -0.1426 3.1875 0.0 0.1 -0.1 -0.238
C -6.2474 -0.4664 4.2181 0.0 0.0 0.0 -0.631
C -7.6017 -0.1985 4.0964 0.0 0.0 0.0 -0.436
C -8.0963 0.3620 2.9295 0.1 0.0 0.0 -0.635
C -7.2453 0.6874 1.8850 0.1 0.0 -0.2 -0.478
S -1.6535 -0.5280 -0.3942 1.2 0.7 0.2 -0.047
H -4.3287 -0.3416 3.2497 0.1 0.0 0.1 0.463
H -5.8574 -0.9173 5.1175 0.0 0.0 0.1 0.366
H -8.2700 -0.4309 4.9099 -0.1 0.0 0.1 0.394
H -9.1552 0.5454 2.8283 -0.1 0.0 0.0 0.379
H -7.6429 1.0958 0.9677 0.1 0.0 0.1 0.394
N 1.2869 -1.2615 -0.1014 -0.4 1.0 0.0 -0.658
C 0.9613 -2.3207 0.2337 0.1 0.4 0.2 -0.046
N 0.5941 -3.5047 0.6146 -0.2 -0.1 0.2 -0.009
C 1.6151 -4.3628 1.2053 0.8 -0.5 0.1 -0.561
C 2.4620 -4.9471 0.0663 0.0 0.1 0.3 -0.397
O 1.6501 -5.6575 -0.8386 -0.1 -0.1 0.0 -0.400
C 0.6414 -4.8507 -1.4037 -0.3 0.1 0.0 -0.414
C -0.2559 -4.2416 -0.3166 -0.2 -0.5 -0.8 -0.511
H 1.1036 -5.1676 1.7366 0.0 0.1 0.0 0.331
H 2.2216 -3.7925 1.9088 0.0 0.0 0.0 0.376
H 3.2039 -5.6536 0.4408 0.0 0.1 0.0 0.390
H 2.9802 -4.1225 -0.4521 0.0 -0.1 0.0 0.264
H 0.0717 -5.4935 -2.0761 0.0 0.1 0.0 0.387
H 1.0953 -4.0325 -1.9875 0.0 -0.1 0.0 0.253
H -0.7585 -5.0299 0.2464 0.0 0.1 0.0 0.351
H -1.0014 -3.5684 -0.7406 0.0 -0.1 0.0 0.294
```
Forces are in eV/Å.

The value obtained for the orbital gap (spin up / spin down) is 5.66 / 4.32 eV. The relative energy (zero: lowest compared OMol25 entry of this formula, charge and spin) is 135.2 kJ/mol. The calculation puts the LUMO energy (spin up / spin down) at -4.64 / -5.60 eV. As for the max |F|: 2.095 eV/A. As for the net charge: +1. Its HOMO energy (spin up / spin down) is -10.30 / -9.92 eV.


No. 2
Computed, not measured: a molecular structure, C29H32AsFeNO7P2, with wB97M-V/def2-TZVPD.

XYZ file:
```
73
Properties=species:S:1:pos:R:3:forces:R:3:mulliken_spin:R:1
Fe 1.1222 0.2373 0.4341 -0.1 0.0 -0.7 3.618
C 4.4205 -0.5042 2.7272 0.0 0.0 0.1 0.005
C 3.3939 -1.6021 2.4428 -0.1 0.0 0.0 0.000
O 3.7112 -2.7936 3.1482 0.0 0.0 0.0 0.000
P 3.3824 -1.9759 0.6608 -0.1 -0.1 0.1 0.015
O 4.8474 -2.3126 0.1833 0.1 0.0 0.0 0.000
O 2.6258 -3.3448 0.4419 0.1 0.1 0.0 0.002
O 2.8545 -0.8126 -0.0995 0.1 0.0 0.1 0.040
P 1.7199 -1.0087 2.9639 0.0 -0.5 -0.2 0.000
O 0.7783 -1.9477 1.9657 0.1 0.0 0.0 0.023
O 1.5110 -1.3925 4.3681 0.1 0.1 0.1 0.003
O 1.5513 0.3933 2.4229 -0.1 0.2 0.0 0.053
H 5.4227 -0.8944 2.5506 0.0 0.0 0.0 0.000
H 4.3437 -0.2062 3.7736 0.0 0.0 0.0 0.000
H 4.2522 0.3688 2.0994 0.0 0.0 0.0 -0.002
H 3.1755 -2.7882 3.9583 0.0 0.0 0.0 0.000
H 5.2208 -3.1006 0.5996 0.0 0.0 0.0 0.000
H 1.7286 -3.3069 0.8144 0.0 0.0 0.1 0.001
H -0.0897 -2.1306 2.3524 0.0 0.1 0.0 -0.004
C 3.2065 2.2708 -0.3309 0.0 -0.1 0.0 0.020
N 1.7414 2.1795 -0.3483 -0.1 0.2 0.1 0.023
C 1.1790 3.2498 0.4873 0.0 0.0 0.0 0.018
C 1.2364 2.2671 -1.7463 0.0 0.0 0.0 -0.041
C 1.3433 0.9027 -2.3802 0.0 0.0 -0.1 -0.038
C 2.3851 0.6476 -3.2694 0.0 0.1 0.0 -0.010
C 2.6282 -0.6417 -3.7169 0.0 0.0 0.0 0.020
C 1.8373 -1.6777 -3.2444 0.0 0.0 0.0 -0.011
C 0.7923 -1.4037 -2.3719 -0.1 0.0 -0.1 0.000
C 0.4747 -0.1104 -1.9412 0.3 -0.1 0.1 0.148
H 3.5352 3.2542 -0.6878 0.0 0.0 0.0 0.003
H 3.6265 1.4922 -0.9646 0.0 0.0 0.0 0.002
H 3.5618 2.1255 0.6894 0.0 0.0 0.0 -0.005
H 1.5067 4.2356 0.1359 0.0 0.0 0.0 0.005
H 1.5075 3.1100 1.5174 0.0 0.0 0.0 0.001
H 0.0908 3.2085 0.4492 0.0 0.0 0.0 0.002
H 1.8108 3.0232 -2.2958 0.0 0.0 0.0 0.001
H 0.1998 2.5975 -1.7007 0.0 0.0 0.0 -0.006
H 3.0213 1.4637 -3.5993 0.0 0.0 0.0 0.000
H 3.4408 -0.8382 -4.4047 0.0 0.0 0.0 0.001
H 2.0360 -2.6984 -3.5508 0.0 0.0 0.0 0.001
H 0.2031 -2.2463 -2.0175 0.0 0.0 0.0 0.002
C -3.2447 3.9518 -2.1023 0.0 0.0 0.0 0.001
C -2.7896 2.9183 -2.9081 0.0 0.0 0.0 0.000
C -2.2142 1.7909 -2.3388 0.1 0.0 0.0 0.001
C -2.0914 1.6877 -0.9573 -0.1 0.0 -0.1 0.000
C -2.5683 2.7187 -0.1532 0.0 0.0 0.0 0.005
C -3.1354 3.8494 -0.7225 0.0 0.0 0.0 0.000
As -1.2588 0.1371 -0.1393 -0.2 0.1 0.7 0.109
C -2.3986 -0.0515 1.4971 0.0 -0.1 -0.1 0.000
C -2.2189 0.5892 2.7173 0.0 0.0 0.0 0.000
C -2.9031 0.1523 3.8431 0.0 0.0 0.0 -0.002
C -3.7376 -0.9567 3.7616 0.0 0.0 0.0 0.003
C -3.8863 -1.6352 2.5622 0.0 0.0 0.0 -0.002
C -3.2152 -1.1840 1.4277 0.0 0.1 0.1 0.002
C -3.2484 -1.8248 0.0997 0.1 0.0 -0.1 0.008
C -4.1434 -2.8223 -0.2774 0.0 0.0 0.0 -0.001
C -4.1465 -3.2984 -1.5776 0.0 0.0 0.0 0.003
C -3.2685 -2.7721 -2.5155 0.0 0.0 0.0 -0.001
C -2.3652 -1.7859 -2.1466 0.0 0.0 0.0 0.005
C -2.3283 -1.3318 -0.8359 -0.1 0.0 -0.1 -0.014
H -3.6904 4.8319 -2.5477 0.0 0.0 0.0 0.000
H -2.8824 2.9883 -3.9844 0.0 0.0 0.0 0.000
H -1.8408 0.9946 -2.9702 0.0 0.0 0.0 -0.003
H -2.5089 2.6362 0.9254 0.0 0.0 0.0 -0.001
H -3.4988 4.6466 -0.0867 0.0 0.0 0.0 0.000
H -1.5278 1.4225 2.8046 0.0 0.0 0.0 0.002
H -2.7719 0.6604 4.7901 0.0 0.0 0.0 0.000
H -4.2562 -1.3058 4.6452 0.0 0.0 0.0 0.000
H -4.5113 -2.5191 2.5217 0.0 0.0 0.0 0.000
H -4.8585 -3.2086 0.4377 0.0 0.0 0.0 0.000
H -4.8507 -4.0679 -1.8675 0.0 0.0 0.0 0.000
H -3.2891 -3.1264 -3.5381 0.0 0.0 0.0 0.000
H -1.6873 -1.3743 -2.8807 0.0 0.0 0.0 -0.004
```
Forces are in eV/Å.

The value obtained for the orbital gap (spin up / spin down) is 7.04 / 7.50 eV. The relative energy (zero: lowest compared OMol25 entry of this formula, charge and spin) is 75.6 kJ/mol. The calculation puts the LUMO energy (spin up / spin down) at 0.47 / 0.47 eV. As for the max |F|: 0.706 eV/A. As for the net charge: 0. Its HOMO energy (spin up / spin down) is -6.56 / -7.02 eV. The multiplicity is 5. The expectation value of S² is 6.02.


Looking at E_tot for the records above, in order, we have -3637.4171; -5888.1217 Eh.